This record from OMol25 describes a molecular structure, C22H67Cr2O20S2 at a distorted geometry. The level of theory is ωB97M-V/def2-TZVPD.

Values from the calculation:
F_max	5.361	eV/Å
total charge	-1
2S+1	9
HOMO energy (alpha / beta)	-3.455 / -5.991	eV
M	819.88	g/mol
Kohn-Sham gap (alpha / beta)	4.767 / 7.248	eV
⟨S²⟩	20.015
E_LUMO (alpha / beta)	1.3120 / 1.2570	eV

Each line ends with the Mulliken spin population.
CARTESIAN COORDINATES (ANGSTROEM)
1 Cr 0.331 2.848 -21.845  4.011
2 Cr -0.325 2.009 -25.393  4.059
3 S -1.233 4.259 -23.420  -0.123
4 O -1.588 3.169 -22.495  0.007
5 O 0.056 4.562 -22.854  0.051
6 O -1.138 3.759 -24.791  0.042
7 O -2.148 5.377 -23.258  -0.005
8 S 1.676 1.233 -26.973  0.042
9 O 1.332 2.542 -26.479  -0.043
10 O 0.648 0.437 -26.331  0.066
11 O 1.631 1.176 -28.416  -0.002
12 O 3.036 0.839 -26.723  0.001
13 O 0.606 1.786 -23.595  -0.138
14 H 1.220 1.027 -23.603  0.037
15 C 0.024 5.801 -29.284  0.001
16 C -1.265 6.046 -30.028  0.000
17 O -1.216 7.392 -30.381  0.000
18 H 0.880 5.923 -29.948  0.000
19 H -0.074 4.770 -28.945  -0.001
20 H 0.060 6.430 -28.394  0.000
21 H -2.083 5.942 -29.316  0.000
22 H -1.445 5.391 -30.880  0.000
23 H -0.514 7.476 -31.031  0.000
24 C 0.520 -4.359 -26.746  0.000
25 C 0.775 -2.946 -26.199  0.001
26 O 0.428 -2.022 -27.217  0.002
27 H 1.273 -4.641 -27.482  0.000
28 H -0.512 -4.472 -27.078  0.000
29 H 0.592 -5.056 -25.911  0.000
30 H 1.801 -2.884 -25.835  0.000
31 H 0.160 -2.837 -25.305  0.000
32 H 0.207 -1.203 -26.768  0.006
33 C -0.688 8.427 -26.494  0.000
34 C -1.519 7.350 -25.799  -0.002
35 O -1.439 7.574 -24.420  0.000
36 H 0.324 8.502 -26.096  0.000
37 H -1.185 9.371 -26.272  0.000
38 H -0.682 8.265 -27.571  0.000
39 H -1.193 6.314 -25.886  0.002
40 H -2.550 7.356 -26.154  0.000
41 H -1.650 6.750 -23.976  0.000
42 C -2.168 0.335 -19.878  0.003
43 C -1.046 0.123 -20.917  0.005
44 O -0.035 1.135 -20.607  -0.025
45 H -2.951 -0.406 -20.037  0.001
46 H -2.642 1.312 -19.971  0.002
47 H -1.822 0.322 -18.844  0.001
48 H -1.401 0.345 -21.924  0.001
49 H -0.647 -0.890 -20.863  0.003
50 H 0.449 0.740 -19.878  0.009
51 C 3.750 6.635 -27.507  0.000
52 C 3.015 5.534 -26.764  0.001
53 O 2.822 4.432 -27.589  0.002
54 H 4.159 7.463 -26.926  0.000
55 H 3.111 7.112 -28.250  0.000
56 H 4.616 6.242 -28.040  0.000
57 H 2.071 6.023 -26.525  0.000
58 H 3.641 5.366 -25.888  0.000
59 H 2.172 3.856 -27.180  0.011
60 C -3.676 1.732 -28.355  0.004
61 C -2.847 2.586 -27.441  0.024
62 O -1.587 1.965 -27.302  -0.063
63 H -4.667 2.119 -28.590  0.000
64 H -3.846 0.755 -27.902  0.000
65 H -3.180 1.515 -29.301  -0.001
66 H -3.287 2.716 -26.453  -0.012
67 H -2.708 3.603 -27.809  -0.002
68 H -1.145 1.739 -28.123  0.014
69 C -2.634 -1.052 -25.915  0.022
70 C -2.019 -0.541 -24.623  0.008
71 O -2.080 0.885 -24.596  -0.120
72 H -3.692 -0.790 -25.938  0.001
73 H -2.512 -2.135 -25.934  0.000
74 H -2.101 -0.696 -26.796  -0.001
75 H -0.999 -0.860 -24.410  0.005
76 H -2.674 -0.890 -23.825  0.005
77 H -2.784 1.170 -24.009  0.031
78 C -0.293 -0.456 -30.534  0.000
79 C -0.554 0.936 -31.024  0.000
80 O -0.447 1.759 -29.868  -0.001
81 H -0.407 -1.126 -31.386  0.000
82 H -0.941 -0.759 -29.711  0.000
83 H 0.753 -0.521 -30.233  0.000
84 H -1.557 1.020 -31.443  0.000
85 H 0.126 1.145 -31.849  0.000
86 H 0.460 1.680 -29.561  0.000
87 C 5.330 -1.412 -23.229  0.000
88 C 4.132 -1.069 -24.138  0.000
89 O 4.433 0.199 -24.663  0.000
90 H 5.327 -0.642 -22.457  0.000
91 H 6.308 -1.333 -23.703  0.000
92 H 5.307 -2.421 -22.817  0.000
93 H 3.208 -1.048 -23.561  0.001
94 H 4.128 -1.798 -24.948  0.000
95 H 3.746 0.406 -25.301  0.001
96 C -5.490 1.237 -24.530  0.000
97 C -4.772 2.388 -23.818  -0.001
98 O -3.881 1.834 -22.906  0.001
99 H -5.883 0.575 -23.758  0.000
100 H -4.868 0.739 -25.274  0.000
101 H -6.339 1.602 -25.107  0.000
102 H -5.465 3.102 -23.374  0.000
103 H -4.306 2.945 -24.632  -0.001
104 H -3.196 2.464 -22.671  0.006
105 C 3.536 3.351 -23.527  0.001
106 C 3.409 2.620 -22.136  0.002
107 O 2.370 3.193 -21.320  0.018
108 H 2.607 3.522 -24.071  0.011
109 H 4.271 2.826 -24.137  0.000
110 H 3.912 4.332 -23.236  0.000
111 H 4.382 2.554 -21.651  0.003
112 H 3.111 1.596 -22.362  0.004
113 H 2.718 3.987 -20.907  0.012

=====

This record from OMol25 describes C4H9NS in the gas phase at a distorted geometry. The level of theory is ωB97M-V/def2-TZVPD.

Values from the calculation:
F_max	1.815	eV/Å
total charge	0
HOMO energy	-8.229	eV
M	103.19	g/mol
Kohn-Sham gap	9.039	eV
E_LUMO	0.8103	eV
SMILES string	CCN(C)C=S

Each line ends with the Löwdin charge.
CARTESIAN COORDINATES (ANGSTROEM)
1 C -0.271 1.713 -0.405  -0.086
2 C -0.053 0.720 0.727  -0.282
3 C -0.941 -1.458 0.031  -0.056
4 C 1.431 -0.864 -0.236  -0.713
5 H 0.678 1.960 -0.883  0.064
6 H -0.784 1.202 -1.183  0.057
7 H -0.814 2.585 -0.048  0.078
8 H 0.776 1.094 1.388  0.092
9 H -0.977 0.639 1.346  0.123
10 H -1.763 -0.927 -0.504  0.104
11 H -1.207 -2.034 0.961  0.111
12 H -0.543 -2.204 -0.675  0.084
13 H 1.514 -1.832 -0.791  0.080
14 N 0.189 -0.585 0.157  -0.281
15 S 2.765 -0.010 0.114  0.624

=====

This record from OMol25 describes a gas-phase ion, C9H12NS2 (charge +1) at a distorted geometry. The level of theory is ωB97M-V/def2-TZVPD.

Values from the calculation:
F_max	5.068	eV/Å
total charge	+1
HOMO energy	-13.018	eV
M	198.34	g/mol
Kohn-Sham gap	9.908	eV
E_LUMO	-3.1096	eV
SMILES string	S[C@]1(c2ccccc2)[NH2+]CCS1

Each line ends with the Löwdin charge.
CARTESIAN COORDINATES (ANGSTROEM)
1 C -3.582 -0.245 -0.008  -0.049
2 C -2.930 0.940 0.231  -0.050
3 C -2.796 -1.327 -0.465  -0.053
4 C -1.560 1.065 0.006  -0.048
5 C -1.477 -1.194 -0.667  -0.083
6 C -0.765 -0.033 -0.388  -0.307
7 C 2.545 0.063 1.118  -0.179
8 C 3.012 -0.554 -0.225  -0.383
9 C 0.709 0.107 -0.512  -0.896
10 N 1.094 0.239 1.047  0.004
11 S 1.505 -1.392 -0.980  1.015
12 S 1.284 1.777 -1.231  0.835
13 H -4.636 -0.298 0.123  0.108
14 H -3.564 1.754 0.552  0.117
15 H -3.453 -2.302 -0.613  0.165
16 H -1.133 1.987 0.072  0.061
17 H -0.823 -1.951 -1.008  0.057
18 H 2.733 -0.722 1.876  0.144
19 H 3.100 0.931 1.423  0.131
20 H 3.474 0.194 -0.879  0.056
21 H 3.732 -1.306 -0.202  0.057
22 H 0.555 -0.325 1.688  0.172
23 H 0.679 1.258 1.146  0.185
24 H 2.296 1.333 -2.101  -0.057

=====

This record from OMol25 describes 3 unconnected molecules or ions with the total composition C3H7NS at a distorted geometry. The level of theory is ωB97M-V/def2-TZVPD.

Values from the calculation:
F_max	4.967	eV/Å
total charge	0
HOMO energy	-9.014	eV
M	89.16	g/mol
Kohn-Sham gap	8.935	eV
E_LUMO	-0.0783	eV

Each line ends with the Löwdin charge.
CARTESIAN COORDINATES (ANGSTROEM)
1 C -1.069 0.977 -0.092  -0.181
2 C -0.795 -0.670 0.019  -0.287
3 C 1.754 -0.529 0.349  -0.771
4 H -1.345 1.408 -1.234  0.064
5 H 0.215 1.639 0.248  0.139
6 H -2.036 1.807 0.800  0.166
7 H -1.659 -1.322 -0.623  0.149
8 H -1.062 -1.149 0.960  0.064
9 H 0.848 -0.491 -1.253  0.076
10 H 1.399 -0.839 1.376  0.078
11 N 0.636 -1.091 -0.421  -0.108
12 S 3.114 0.261 -0.130  0.610

=====

This record from OMol25 describes a molecular structure, C4H11N2O at a distorted geometry. The level of theory is ωB97M-V/def2-TZVPD.

Values from the calculation:
F_max	2.484	eV/Å
total charge	-1
HOMO energy (alpha / beta)	-1.900 / -1.899	eV
M	103.14	g/mol
Kohn-Sham gap (alpha / beta)	6.297 / 6.296	eV
E_LUMO (alpha / beta)	4.3973 / 4.3973	eV

Each line ends with the Löwdin charge.
CARTESIAN COORDINATES (ANGSTROEM)
1 C 2.714 -0.513 0.190  -0.129
2 C -1.532 0.319 -1.127  -0.211
3 C -2.003 -0.529 1.037  -0.236
4 C 1.434 0.243 -0.355  -0.265
5 N -1.042 -0.580 -0.037  -0.210
6 N 0.358 0.361 0.754  -0.245
7 O 0.022 1.583 0.966  -0.305
8 H 3.432 0.190 0.687  0.058
9 H 2.504 -1.376 0.797  0.039
10 H 3.204 -0.872 -0.736  0.043
11 H -0.860 0.185 -2.016  0.055
12 H -2.542 0.198 -1.437  0.028
13 H -1.480 1.395 -0.832  0.058
14 H -1.738 -1.312 1.756  0.054
15 H -1.994 0.374 1.619  0.040
16 H -3.026 -0.607 0.660  0.052
17 H 1.628 1.315 -0.795  0.116
18 H 0.920 -0.373 -1.131  0.058

=====

This record from OMol25 describes 7 unconnected molecules or ions with the total composition C18H50O7 at a distorted geometry. The level of theory is ωB97M-V/def2-TZVPD.

Values from the calculation:
F_max	5.513	eV/Å
total charge	0
HOMO energy	-10.000	eV
M	378.59	g/mol
Kohn-Sham gap	10.382	eV
E_LUMO	0.3819	eV
SMILES string	CC(C)O.CC(C)O.CC(C)O.CC(C)O.CC(C)O.CC(C)O.O

Each line ends with the Löwdin charge.
CARTESIAN COORDINATES (ANGSTROEM)
1 O 18.291 7.339 16.587  -0.067
2 H 17.514 7.313 16.029  0.010
3 H 18.765 6.535 16.375  -0.037
4 C 18.694 -0.660 13.057  -0.080
5 C 17.948 0.382 12.260  -0.455
6 C 18.287 0.238 10.818  -0.067
7 O 16.565 -0.102 12.418  -0.073
8 H 18.489 -0.602 14.126  0.076
9 H 19.778 -0.563 13.100  0.063
10 H 18.508 -1.689 12.750  0.088
11 H 18.186 1.364 12.668  0.124
12 H 19.276 0.362 10.378  0.086
13 H 17.427 0.775 10.417  0.089
14 H 18.110 -0.773 10.451  0.079
15 H 16.581 -0.939 11.947  0.073
16 C 20.724 6.220 13.560  -0.050
17 C 19.811 5.139 14.197  -0.368
18 C 20.349 3.739 13.870  -0.055
19 O 19.793 5.394 15.682  -0.091
20 H 20.751 7.171 14.092  0.084
21 H 20.642 6.290 12.476  0.076
22 H 21.730 5.799 13.592  0.065
23 H 18.781 5.336 13.900  0.117
24 H 21.335 3.585 14.310  0.069
25 H 20.711 3.416 12.894  0.077
26 H 19.692 2.984 14.302  0.063
27 H 20.564 5.005 16.101  0.096
28 C 14.176 4.148 14.028  -0.054
29 C 15.715 4.261 14.015  -0.431
30 C 16.429 2.938 14.527  -0.048
31 O 16.088 4.176 12.670  -0.077
32 H 13.777 3.872 15.004  0.072
33 H 13.857 3.238 13.519  0.077
34 H 13.626 5.029 13.698  0.077
35 H 16.122 5.090 14.594  0.129
36 H 17.481 2.982 14.246  0.037
37 H 16.105 2.003 14.070  0.069
38 H 16.538 2.848 15.608  0.078
39 H 15.929 3.265 12.411  0.077
40 C 22.480 -1.634 16.091  -0.048
41 C 21.192 -0.771 16.231  -0.485
42 C 20.138 -1.422 17.260  -0.029
43 O 21.593 0.455 16.669  -0.043
44 H 22.295 -2.491 15.443  0.071
45 H 22.880 -2.040 17.020  0.077
46 H 23.194 -0.990 15.579  0.061
47 H 20.814 -0.657 15.215  0.103
48 H 19.746 -2.302 16.750  0.066
49 H 19.353 -0.755 17.615  0.067
50 H 20.609 -1.775 18.177  0.065
51 H 21.425 1.142 16.020  0.084
52 C 17.617 7.530 11.049  -0.058
53 C 17.051 8.739 11.702  -0.520
54 C 17.833 9.080 12.994  -0.042
55 O 17.183 9.829 10.851  -0.042
56 H 18.520 7.825 10.515  0.084
57 H 16.957 7.138 10.275  0.084
58 H 18.062 6.761 11.681  0.064
59 H 15.977 8.625 11.845  0.135
60 H 17.267 9.906 13.425  0.071
61 H 18.806 9.526 12.789  0.083
62 H 18.060 8.353 13.774  0.056
63 H 16.727 10.569 11.257  0.091
64 C 24.470 2.309 12.780  -0.065
65 C 23.318 1.638 12.189  -0.542
66 C 23.356 0.744 10.959  -0.024
67 O 22.528 1.231 13.290  -0.059
68 H 24.259 2.945 13.639  0.084
69 H 24.975 3.041 12.150  0.092
70 H 25.123 1.592 13.278  0.089
71 H 22.674 2.447 11.841  0.118
72 H 22.561 -0.001 10.929  0.081
73 H 24.301 0.241 11.162  0.074
74 H 23.517 1.218 9.990  0.085
75 H 23.087 0.506 13.579  0.075

=====

This record from OMol25 describes C6H11N in the gas phase at a distorted geometry. The level of theory is ωB97M-V/def2-TZVPD.

Values from the calculation:
F_max	1.134	eV/Å
total charge	0
HOMO energy	-11.388	eV
M	97.16	g/mol
Kohn-Sham gap	12.318	eV
E_LUMO	0.9308	eV
SMILES string	CC(C)[C@@H](C)C#N

Each line ends with the Löwdin charge.
CARTESIAN COORDINATES (ANGSTROEM)
1 C -0.766 -1.769 -0.347  -0.079
2 C 0.045 -0.649 0.308  -0.399
3 C 1.505 -0.638 -0.187  -0.063
4 C -0.661 0.714 0.096  -0.352
5 C -0.124 1.830 0.998  -0.056
6 C -0.581 1.113 -1.321  -0.215
7 N -0.483 1.414 -2.434  0.161
8 H -1.793 -1.794 0.037  0.080
9 H -0.313 -2.745 -0.145  0.080
10 H -0.812 -1.633 -1.434  0.085
11 H 0.036 -0.814 1.395  0.134
12 H 1.786 -1.612 -0.600  0.077
13 H 2.216 -0.409 0.613  0.077
14 H 1.655 0.093 -0.989  0.074
15 H -1.727 0.578 0.317  0.142
16 H -0.688 2.756 0.852  0.085
17 H -0.226 1.529 2.046  0.084
18 H 0.931 2.035 0.795  0.086

=====

This record from OMol25 describes a molecular structure, C5H4Br2S at a distorted geometry. The level of theory is ωB97M-V/def2-TZVPD.

Values from the calculation:
F_max	5.734	eV/Å
total charge	0
HOMO energy	-8.749	eV
M	255.96	g/mol
Kohn-Sham gap	9.327	eV
E_LUMO	0.5787	eV

Each line ends with the Löwdin charge.
CARTESIAN COORDINATES (ANGSTROEM)
1 C -1.423 0.287 0.109  -0.426
2 C -0.110 0.512 0.177  -0.227
3 C 0.655 -1.138 -0.390  -0.769
4 C -0.413 -1.915 -0.564  -1.076
5 C 0.686 1.637 0.568  -0.087
6 S -2.057 -1.269 -0.382  0.902
7 Br 2.426 -1.520 -0.239  0.769
8 Br -0.363 -3.688 -1.354  0.632
9 H -2.131 1.062 0.185  0.059
10 H 1.405 1.880 -0.139  0.063
11 H 0.104 2.574 0.604  0.107
12 H 1.222 1.579 1.425  0.051